(1)
64
Properties=species:S:1:pos:R:3:mulliken_charge:R:1 method="wB97M-V/def2-TZVPD" total_charge=+2 homo_ev=-11.91 lumo_ev=-6.52 orbital_gap_ev=5.4 relative_energy_kcal_mol=0.00
N -2.928 -2.628 -2.178 -0.13
H -2.349 -1.783 -2.615 0.15
H -3.918 -2.385 -2.225 0.45
H -2.665 -2.754 -1.195 0.16
H -2.745 -3.460 -2.734 0.44
N 2.591 -2.479 1.535 -0.31
H 3.318 -2.187 0.876 0.41
H 2.442 -3.482 1.439 0.37
H 1.693 -1.967 1.414 0.15
H 2.937 -2.293 2.483 0.43
N -1.055 -5.395 1.974 -0.35
H -0.084 -5.620 2.178 0.37
H -1.364 -5.994 1.204 0.40
H -1.135 -4.398 1.689 0.20
H -1.653 -5.564 2.787 0.41
Cl -1.138 -1.893 1.047 1.73
O 0.049 -1.067 0.950 -0.52
O -2.293 -1.158 0.668 -0.62
O -0.966 -3.064 0.156 -0.84
O -1.249 -2.439 2.383 -0.79
C -0.195 2.474 3.263 -0.71
C 0.625 3.496 2.479 -0.68
N 2.060 3.476 2.725 0.02
C 2.446 3.902 4.067 -0.38
C 1.810 5.205 4.525 -1.37
C 2.683 2.200 2.417 -0.53
C 2.464 1.795 0.960 -1.02
H -1.255 2.716 3.289 0.40
H 0.164 2.390 4.292 0.28
H -0.081 1.476 2.824 -0.02
H 0.451 3.355 1.409 0.26
H 0.276 4.507 2.678 0.41
H 2.245 3.124 4.826 0.32
H 3.531 4.035 4.040 0.41
H 2.284 5.498 5.460 0.42
H 1.941 5.993 3.785 0.34
H 0.743 5.084 4.715 0.30
H 2.351 1.403 3.109 0.33
H 3.755 2.362 2.567 0.46
H 1.437 1.458 0.810 0.02
H 3.158 0.994 0.692 0.39
H 2.673 2.660 0.331 0.35
C 0.525 -2.045 -2.743 -0.82
C -0.143 -1.129 -3.759 -0.64
N -1.449 -0.602 -3.308 0.30
C -1.320 0.348 -2.182 0.17
C -0.552 1.634 -2.438 -1.38
C -2.150 0.023 -4.441 -0.67
C -2.734 -0.988 -5.419 -1.24
H -0.125 -2.883 -2.481 0.17
H 0.713 -1.510 -1.809 0.03
H 1.466 -2.412 -3.146 0.44
H 0.515 -0.288 -4.000 0.35
H -0.320 -1.664 -4.690 0.40
H -0.879 -0.185 -1.339 -0.54
H -2.329 0.606 -1.846 0.43
H -1.061 2.248 -3.179 0.35
H 0.467 1.449 -2.775 0.32
H -0.506 2.215 -1.519 0.36
H -2.972 0.622 -4.040 0.44
H -1.497 0.734 -4.961 0.38
H -3.294 -1.759 -4.880 0.22
H -3.425 -0.514 -6.113 0.41
H -1.986 -1.493 -6.031 0.39

(2)
70
Properties=species:S:1:pos:R:3:mulliken_charge:R:1 method="wB97M-V/def2-TZVPD" homo_ev=-9.78 lumo_ev=0.30 smiles="COP(=O)(OC)OC.COP(=O)(OC)OC.CO.CO.CO.CO.CO.CO" orbital_gap_ev=10.1 relative_energy_kcal_mol=32.24
C 7.190 12.557 -11.686 -0.41
O 6.122 12.400 -10.747 -0.30
P 6.036 13.478 -9.508 0.84
O 6.505 14.865 -9.831 -0.67
O 4.502 13.271 -9.012 -0.36
C 3.449 13.669 -9.890 -0.69
O 6.887 12.656 -8.371 0.01
C 7.277 13.327 -7.171 -0.56
H 7.898 11.743 -11.497 -0.06
H 7.749 13.478 -11.535 0.37
H 6.911 12.317 -12.711 0.29
H 2.806 14.352 -9.339 0.27
H 2.886 12.815 -10.269 0.27
H 3.833 14.105 -10.814 0.32
H 8.237 12.954 -6.822 0.01
H 6.522 13.402 -6.387 0.34
H 7.482 14.399 -7.256 0.35
C 11.328 7.792 -6.309 -0.40
O 12.023 7.897 -7.560 -0.05
P 11.505 8.648 -8.873 0.83
O 12.548 9.129 -9.846 -0.88
O 10.423 7.616 -9.552 -0.33
C 10.838 6.425 -10.157 -0.54
O 10.450 9.726 -8.273 -0.04
C 9.648 10.503 -9.137 -0.48
H 10.536 7.043 -6.275 0.26
H 10.793 8.707 -6.052 0.03
H 12.052 7.573 -5.528 0.31
H 10.628 5.543 -9.552 0.05
H 11.912 6.395 -10.352 0.23
H 10.277 6.359 -11.090 0.31
H 9.540 9.939 -10.067 0.00
H 10.163 11.441 -9.338 0.28
H 8.668 10.525 -8.665 0.32
C 13.162 9.396 -13.266 -0.79
O 11.958 9.037 -12.647 -0.43
H 13.718 10.278 -12.945 0.27
H 13.808 8.523 -13.134 0.29
H 12.979 9.524 -14.333 0.29
H 12.089 9.166 -11.699 0.36
C 12.096 12.179 -5.990 -0.48
O 11.373 11.285 -5.179 -0.41
H 12.770 12.803 -5.402 0.32
H 12.599 11.483 -6.665 0.17
H 11.412 12.820 -6.546 0.16
H 11.949 10.911 -4.509 0.25
C 9.145 3.125 -8.315 -0.25
O 8.490 2.179 -9.132 -0.53
H 9.236 4.080 -8.828 -0.05
H 8.462 3.366 -7.493 0.28
H 10.061 2.730 -7.874 0.27
H 8.466 1.324 -8.698 0.30
C 8.075 9.799 -4.706 -0.46
O 8.374 11.198 -4.711 -0.50
H 8.215 9.330 -5.682 0.16
H 8.781 9.302 -4.035 0.22
H 7.053 9.720 -4.344 0.30
H 9.117 11.289 -5.317 0.25
C 8.379 8.289 -12.790 -0.36
O 9.538 7.858 -13.439 -0.51
H 7.555 7.697 -13.192 0.31
H 8.464 8.052 -11.726 0.11
H 8.110 9.327 -12.997 0.13
H 10.303 8.405 -13.219 0.44
C 14.644 6.808 -8.464 -0.18
O 15.691 6.065 -9.045 -0.55
H 14.847 7.852 -8.209 0.30
H 13.782 6.738 -9.128 -0.15
H 14.388 6.474 -7.458 0.24
H 15.839 6.470 -9.903 0.31

(3)
88
Properties=species:S:1:pos:R:3:mulliken_charge:R:1 method="wB97M-V/def2-TZVPD" total_charge=-1 homo_ev=-6.79 lumo_ev=0.55 orbital_gap_ev=7.3
Li -14.008 7.017 22.989 0.81
C -15.257 9.801 21.931 -0.70
C -16.220 8.812 21.826 0.21
C -17.299 8.891 20.723 0.09
O -18.136 7.923 20.483 -0.95
C -17.532 10.003 19.950 -1.37
C -16.631 11.156 20.076 0.81
C -15.397 10.981 21.044 0.18
O -14.499 11.838 21.008 -0.36
O -16.888 12.291 19.555 0.38
O -15.959 7.781 22.543 -0.18
H -14.558 9.643 22.739 0.47
H -18.322 10.043 19.215 0.64
C -14.787 14.198 17.692 0.37
O -14.164 15.100 17.056 -0.78
N -15.808 13.458 17.301 -0.19
N -14.548 13.872 18.939 -0.02
H -16.394 12.965 17.958 0.03
H -16.001 13.485 16.310 0.20
H -14.958 13.038 19.337 0.01
H -13.831 14.348 19.467 0.07
C -13.416 14.614 22.327 0.34
O -12.874 15.662 22.559 -0.78
N -14.662 14.451 21.999 0.00
N -12.826 13.528 22.429 -0.12
H -14.897 13.514 21.706 0.10
H -15.186 15.230 21.627 0.12
H -11.849 13.451 22.675 0.19
H -13.253 12.716 22.005 0.28
C -20.032 6.150 24.165 0.77
O -19.030 5.639 24.504 -0.63
N -20.916 6.572 25.031 -0.49
N -20.376 6.474 22.953 -0.37
H -20.731 6.467 26.018 0.22
H -21.842 6.765 24.676 0.16
H -21.177 7.070 23.104 0.24
H -19.755 6.530 22.159 0.16
C -17.054 8.885 16.293 0.54
O -16.919 8.845 15.109 -0.71
N -16.348 9.567 17.035 -0.19
N -18.034 8.174 16.939 -0.33
H -16.613 9.604 18.009 0.17
H -15.741 10.238 16.587 0.18
H -18.009 8.078 17.944 0.26
H -18.632 7.667 16.302 0.17
C -15.882 12.313 25.031 0.25
O -16.203 13.052 25.958 -0.73
N -16.266 12.585 23.774 0.12
N -15.305 11.150 25.071 -0.01
H -16.909 13.352 23.641 0.23
H -15.667 12.249 23.033 -0.29
H -15.430 10.505 24.304 0.03
H -15.100 10.751 25.976 0.21
C -16.937 3.953 21.145 0.60
O -16.736 3.695 19.989 -0.70
N -17.342 5.049 21.647 -0.02
N -16.793 3.159 22.180 -0.38
H -17.399 5.839 21.020 -0.01
H -17.847 4.994 22.520 0.07
H -17.108 3.429 23.101 0.17
H -16.530 2.252 21.822 0.24
O -19.358 12.598 21.069 -0.80
H -18.823 13.392 21.055 0.61
H -18.915 11.998 20.470 0.44
O -13.807 7.885 24.919 -0.57
H -14.201 8.509 25.528 0.21
H -12.865 8.035 24.998 0.32
O -12.121 9.958 20.474 -0.69
H -12.874 10.237 20.996 0.24
H -11.362 10.294 20.950 0.28
O -12.655 10.421 24.427 -0.68
H -12.646 10.180 25.354 0.31
H -13.333 11.093 24.361 0.36
O -20.918 9.346 20.869 -0.65
H -20.438 9.805 21.558 0.32
H -20.276 8.749 20.486 0.33
O -17.658 14.476 20.860 -0.86
H -17.054 15.204 20.710 0.34
H -17.412 13.823 20.205 -0.02
O -18.978 12.115 17.998 -0.69
H -19.328 11.227 17.932 0.44
H -18.170 12.018 18.502 0.18
O -17.810 8.857 24.572 -0.67
H -17.250 8.258 24.079 0.17
H -18.362 9.271 23.908 0.33
O -14.480 5.120 23.430 -0.59
H -14.289 4.213 23.669 0.25
H -15.384 5.257 23.714 0.29

Let's list electronic energy in order: -1516.52351 -2218.50687 -2578.07475 a.u..